No. 1
Formula: C6H15Cl4IOP
Source: OMol25
Level of theory: the ωB97M-V functional and the def2-TZVPD basis

Each line ends with the Mulliken charge.
Positions of all 28 atoms, in Å:
O (2.2766, 2.3688, -0.0030)  -0.520
C (3.2493, 1.7365, 0.2583)  0.397
I (3.5252, -0.1735, -0.8697)  -0.230
C (4.2855, 1.9150, 1.2191)  -1.055
P (3.9556, 0.8340, 2.9041)  0.045
H (4.3239, 2.9584, 1.5201)  0.370
H (5.2289, 1.5927, 0.7893)  0.451
H (5.0779, 1.6073, 3.4914)  0.047
H (4.9035, -0.1843, 2.4239)  -0.060
H (2.8625, 0.0976, 2.2569)  -0.412
H (2.9992, 1.8886, 3.2897)  -0.039
H (3.7451, 0.1240, 4.1750)  0.045
Cl (0.5876, -1.4481, 1.0734)  -0.153
C (-0.4259, -1.6230, -0.3715)  -0.493
C (-0.9071, -0.2882, -0.8722)  0.144
Cl (-2.1216, 0.4459, 0.2214)  -0.234
H (-1.2571, -2.2861, -0.1435)  0.324
H (0.1948, -2.0798, -1.1415)  0.277
H (-1.4120, -0.4073, -1.8265)  -0.117
H (-0.0819, 0.4123, -0.9726)  0.215
Cl (-4.9976, -2.7312, -1.0953)  -0.192
C (-5.2878, -1.0047, -1.4352)  -0.235
C (-5.1557, -0.6913, -2.9028)  -0.448
Cl (-3.4667, -0.8372, -3.4453)  -0.180
H (-4.5790, -0.4286, -0.8450)  0.118
H (-6.2999, -0.7798, -1.1043)  0.319
H (-5.4608, 0.3376, -3.0832)  0.273
H (-5.7627, -1.3555, -3.5112)  0.339

Properties
energy above the lowest of the compared OMol25 structures with the same formula, charge and spin = 0.0 kJ/mol
charge = -1

***

No. 2
Formula: C6H15ClSi
Source: OMol25
Level of theory: the ωB97M-V functional and the def2-TZVPD basis

Each line ends with the Mulliken charge.
Positions of all 23 atoms, in Å:
C (-2.1807, -0.3596, -1.1552)  -1.109
C (-0.7408, -0.7265, -1.1343)  -0.595
Si (0.3742, 0.0615, 0.1877)  0.358
Cl (-0.8363, 1.0458, 1.6050)  -0.343
C (1.1496, -1.2931, 1.2583)  -0.515
C (0.1296, -2.1304, 2.0211)  -1.109
C (1.4232, 1.4199, -0.5256)  -0.397
C (0.6743, 2.6930, -0.8771)  -1.147
H (-2.2398, 0.7321, -1.3569)  0.220
H (-2.6960, -0.5411, -0.1822)  0.275
H (-2.7579, -0.9066, -1.9320)  0.350
H (-0.5777, -1.7811, -1.0543)  0.457
H (-0.3005, -0.4686, -2.0605)  0.429
H (1.7887, -1.8953, 0.6296)  0.405
H (1.7872, -0.6639, 1.9165)  0.267
H (-0.3218, -2.8813, 1.3753)  0.295
H (0.5676, -2.5981, 2.9036)  0.341
H (-0.6652, -1.5265, 2.4458)  0.281
H (2.1004, 1.6048, 0.3332)  0.192
H (2.0096, 1.1024, -1.3836)  0.414
H (1.1711, 3.3656, -1.5525)  0.379
H (-0.2289, 2.4350, -1.4373)  0.231
H (0.3701, 3.3120, -0.0245)  0.320

Properties
energy above the lowest of the compared OMol25 structures with the same formula, charge and spin = 38.7 kJ/mol
structure (SMILES) = CC[Si](Cl)(CC)CC
charge = 0

***

No. 3
Formula: C6H15CrN4O2SbSe4
Source: OMol25
Level of theory: the ωB97M-V functional and the def2-TZVPD basis

Each line ends with the Mulliken charge.
Positions of all 33 atoms, in Å:
Cr (-0.0628, -1.0835, 0.8269)  0.652
C (1.0200, 0.6086, -1.6400)  -0.712
C (-0.2168, -0.1129, -2.0816)  -1.254
N (-1.1190, -0.2766, -0.9504)  -0.180
C (-1.9058, 0.8604, -0.5751)  -0.630
C (-1.7727, 1.4287, 0.8989)  -1.037
N (-0.4777, 0.9643, 1.4135)  -0.120
C (0.5765, 1.9673, 1.0298)  -0.672
C (1.8074, 1.2187, 0.5263)  -0.813
N (1.4822, 0.0867, -0.3234)  0.338
H (0.6281, 1.5585, -1.3902)  0.378
H (1.9298, 0.7746, -2.3326)  0.455
H (-0.0320, -1.0951, -2.4367)  0.368
H (-0.8472, 0.3877, -2.7966)  0.493
H (-1.6604, -1.1686, -0.9656)  0.672
H (-3.0460, 0.6843, -0.7516)  0.287
H (-1.6505, 1.7263, -1.1742)  0.494
H (-2.5354, 1.1070, 1.5420)  0.516
H (-1.8381, 2.5454, 0.8854)  0.392
H (-0.5222, 1.0718, 2.3903)  0.377
H (0.8694, 2.7318, 1.8827)  0.326
H (0.0903, 2.7200, 0.3257)  0.318
H (2.3194, 0.7166, 1.4297)  0.260
H (2.4159, 1.9200, -0.0023)  0.455
H (2.2806, -0.5090, -0.5142)  0.101
Se (3.1722, -2.1060, -2.0243)  -0.530
Sb (2.1539, -3.1555, 0.0324)  0.664
Se (2.0870, -1.9094, 2.2762)  -0.585
Se (2.9632, -5.2497, 1.1142)  -0.246
Se (-0.2012, -3.1884, -0.0793)  -0.322
O (-1.8617, -1.4560, 1.8436)  -0.220
N (-2.9417, -1.9953, 1.3915)  0.138
O (-3.1046, -1.7732, 0.2289)  -0.364

Properties
electronic energy = -312863.33184 eV
2S+1 = 5
charge = 0

***

No. 4
Formula: C6H15F2LiN2O11PS2
Source: OMol25
Level of theory: the ωB97M-V functional and the def2-TZVPD basis

Each line ends with the Mulliken charge.
Positions of all 40 atoms, in Å:
Li (2.9707, 0.9146, 1.6608)  0.956
N (5.3780, 0.2160, -0.6846)  -0.277
S (6.1314, -1.0305, -1.1883)  1.059
O (7.4892, -1.1834, -0.6944)  -0.577
O (5.7501, -1.5880, -2.4476)  -0.555
F (5.3904, -2.0070, -0.0947)  -0.348
S (5.9462, 1.1856, -2.0219)  1.053
O (4.8555, 1.4092, -2.9109)  -0.559
O (7.3421, 1.0810, -2.4850)  -0.533
F (6.1324, 2.5179, -1.1885)  -0.250
N (3.3252, 1.7124, 5.5348)  1.035
O (3.3362, 1.7022, 6.7613)  -0.643
O (2.5282, 1.0110, 4.9095)  -0.686
O (4.0634, 2.4533, 4.9310)  -0.674
C (-0.8903, -3.1078, 1.2268)  -1.100
C (-1.8759, -1.9099, 1.3249)  -0.229
O (-1.9469, -1.2191, 0.0841)  -0.202
P (-1.9217, 0.4052, -0.0754)  0.727
O (-0.6753, 1.0525, 0.3343)  -0.706
O (-2.4250, 0.6813, -1.6284)  -0.275
C (-1.8965, -0.1838, -2.6537)  -0.078
C (-2.3949, 0.3906, -3.9849)  -1.203
O (-3.1725, 0.9299, 0.7523)  -0.300
C (-4.5308, 0.4930, 0.4997)  -0.085
C (-5.5054, 1.6629, 0.9883)  -1.178
H (-0.0978, -2.9988, 1.9672)  0.298
H (-1.4757, -4.0272, 1.2410)  0.335
H (-0.3787, -3.0313, 0.2674)  0.274
H (-2.8217, -2.3756, 1.6017)  0.179
H (-1.6503, -1.1479, 2.0710)  0.444
H (-0.8253, -0.3784, -2.6009)  0.340
H (-2.3567, -1.1219, -2.3434)  0.257
H (-1.9693, -0.0631, -4.8799)  0.377
H (-3.4670, 0.3774, -4.1816)  0.305
H (-2.1282, 1.4472, -4.0101)  0.298
H (-4.7072, 0.1853, -0.5310)  0.332
H (-4.5991, -0.3949, 1.1283)  0.196
H (-5.2009, 2.6109, 0.5449)  0.324
H (-6.5557, 1.4709, 0.7689)  0.362
H (-5.1704, 1.8585, 2.0069)  0.310

Properties
energy above the lowest of the compared OMol25 structures with the same formula, charge and spin = 150.7 kJ/mol
charge = -1

***

No. 5
Formula: C6H15FeN2O3Rb
Source: OMol25
Level of theory: the ωB97M-V functional and the def2-TZVPD basis

Each line ends with the Mulliken charge.
Positions of all 28 atoms, in Å:
Fe (-0.6944, -2.5936, -3.3610)  1.266
Rb (-3.3884, 0.0085, -4.2359)  0.982
O (-1.4577, -1.1852, -2.3385)  -0.607
H (-1.2872, -0.4772, -1.6872)  0.222
C (2.4898, 3.1937, -1.4267)  0.006
O (1.4999, 3.8836, -1.5142)  -0.538
N (2.4852, 1.8538, -1.2108)  0.136
C (3.6472, 1.0913, -0.7677)  -0.929
C (1.2466, 1.1389, -1.0092)  -1.059
H (3.4915, 3.6413, -1.3356)  0.343
H (3.6375, 0.0032, -0.8303)  0.295
H (3.9209, 1.3399, 0.2577)  0.347
H (4.4697, 1.4325, -1.3963)  0.370
H (0.5511, 1.5688, -0.2884)  0.337
H (0.6243, 1.2150, -1.9008)  0.304
H (1.3303, 0.0523, -0.9906)  0.409
C (-1.4897, -2.5022, 1.0017)  0.923
O (-1.2848, -3.6287, 1.3426)  -0.563
N (-1.9527, -1.5492, 1.8112)  0.043
C (-1.8420, -0.1312, 1.4705)  -0.472
C (-2.2375, -1.7725, 3.2465)  -0.931
H (-1.4091, -2.1307, -0.0316)  -0.347
H (-1.4203, 0.1213, 0.4976)  -0.262
H (-1.1468, 0.4199, 2.1039)  0.344
H (-2.8077, 0.3586, 1.5955)  0.379
H (-2.2863, -2.8151, 3.5605)  0.315
H (-1.5332, -1.2844, 3.9202)  0.359
H (-3.1564, -1.2523, 3.5168)  0.330

Properties
electronic energy = -50610.89994 eV
2S+1 = 5
charge = +2

***

No. 6
Formula: C6H15HgN4O
Source: OMol25
Level of theory: the ωB97M-V functional and the def2-TZVPD basis

Each line ends with the Mulliken charge.
Positions of all 27 atoms, in Å:
C (-0.6067, 1.1558, -4.3563)  -0.945
Hg (0.6753, -0.1388, -2.0138)  -0.233
N (1.6424, -2.2863, -2.8906)  -0.884
H (-0.3595, 0.6599, -0.2620)  -0.125
H (0.1344, 1.4066, -3.5470)  0.111
H (-1.2395, 2.0339, -4.5532)  0.313
H (-1.2431, 0.3234, -4.0328)  0.190
H (-0.0214, 0.8601, -5.2483)  0.266
H (1.2936, -3.1180, -2.4050)  0.272
H (2.6382, -2.1084, -2.7324)  0.315
H (1.3741, -2.2435, -3.8818)  0.293
C (1.8110, 0.7988, 3.4950)  -1.194
N (0.6128, 0.4148, 2.7601)  0.392
C (-0.5604, 0.1956, 3.4183)  -0.521
C (-1.6942, -0.1470, 2.7292)  -0.523
C (-1.6216, -0.0114, 1.3452)  0.345
N (-0.5770, 0.6549, 0.7629)  -0.088
C (0.6813, 0.5397, 1.3672)  0.251
O (1.7434, 0.5192, 0.7298)  -0.614
N (-2.4510, -0.5297, 0.4480)  -0.424
H (2.6209, 0.9272, 2.7541)  0.261
H (2.0489, 0.0174, 4.2313)  0.319
H (1.5894, 1.7434, 4.0173)  0.396
H (-0.4516, 0.3314, 4.5086)  0.320
H (-2.5860, -0.4594, 3.2454)  0.352
H (-3.3318, -0.9781, 0.6196)  0.154
H (-2.1221, -0.5616, -0.5087)  0.001

Properties
electronic energy = -18645.22735 eV
charge = -1

***

No. 7
Formula: C6H15IN2O
Source: OMol25
Level of theory: the ωB97M-V functional and the def2-TZVPD basis

Each line ends with the Mulliken charge.
Positions of all 25 atoms, in Å:
C (-2.1894, -0.7503, 0.5057)  -0.714
C (-1.9669, -2.1382, 1.1370)  -0.626
C (-0.7645, -1.2805, 0.7493)  -0.463
C (-0.0227, 0.9053, -0.7924)  -0.088
C (0.5417, 1.8293, 0.4755)  -0.957
C (0.7512, -0.4473, -1.0722)  -0.310
N (1.8346, 2.5524, 0.1901)  -0.126
N (-0.0167, -1.6062, -0.4129)  0.091
O (0.8424, -0.7055, -2.3800)  -0.476
I (3.1417, -0.3182, 0.1721)  0.150
H (-2.6046, -0.6137, -0.4673)  0.454
H (-2.7214, -0.0016, 0.9788)  0.429
H (-2.1761, -2.1923, 2.2006)  0.284
H (-2.0261, -3.0396, 0.5714)  0.275
H (-0.0441, -1.0698, 1.5291)  0.411
H (-1.0530, 0.6847, -0.5857)  0.026
H (-0.0065, 1.5915, -1.6539)  0.472
H (0.6996, 1.1572, 1.3475)  0.383
H (-0.2705, 2.5225, 0.6519)  0.512
H (2.6252, 1.9804, 0.3665)  0.082
H (1.9141, 3.1889, 1.0645)  0.445
H (1.9042, 3.2665, -0.5997)  0.388
H (0.5891, -2.4192, -0.1831)  0.482
H (-0.6102, -1.8863, -1.1541)  0.424
H (1.6288, -1.2102, -2.6389)  0.452

Properties
energy above the lowest of the compared OMol25 structures with the same formula, charge and spin = 123.8 kJ/mol
charge = +2

***

No. 8
Formula: C6H15IN2O
Source: OMol25
Level of theory: the ωB97M-V functional and the def2-TZVPD basis

Each line ends with the Mulliken charge.
Positions of all 25 atoms, in Å:
C (1.9021, -3.3821, -0.3887)  -0.581
C (2.2534, -2.7785, 0.8978)  -0.681
C (0.9696, -2.3330, 0.1384)  -0.092
C (-0.1060, 1.0560, -0.9137)  -0.376
C (-1.2832, 1.8853, -1.3145)  -0.996
C (-0.2994, -0.3305, -0.5036)  0.164
N (-2.1196, 2.1911, -0.1253)  -0.201
N (0.7521, -1.0642, -0.4476)  -0.102
O (-1.2062, 1.1191, 2.1496)  -0.533
I (-2.1992, -1.1989, -0.2252)  0.282
H (2.4689, -3.4173, -1.3611)  0.305
H (1.4145, -4.4212, -0.5600)  0.263
H (2.0311, -3.4339, 1.7213)  0.280
H (3.2201, -2.3208, 0.8498)  0.293
H (0.0618, -2.7518, 0.6747)  0.267
H (0.7718, 1.2187, -1.5515)  0.546
H (0.5600, 1.5203, -0.1748)  0.481
H (-2.0437, 1.6070, -2.0183)  0.459
H (-0.7997, 2.8240, -1.6215)  0.397
H (-2.8531, 1.4721, 0.0260)  0.268
H (-2.4991, 3.1270, 0.0706)  0.389
H (-1.4234, 2.0190, 0.6599)  0.250
H (-0.4088, 1.3096, 2.6595)  0.287
H (1.6006, -0.7087, -0.9107)  0.364
H (-1.7756, 0.8241, 2.8217)  0.267

Properties
energy above the lowest of the compared OMol25 structures with the same formula, charge and spin = 21.5 kJ/mol
charge = +2

***

No. 9
Formula: C6H15IP
Source: OMol25
Level of theory: the ωB97M-V functional and the def2-TZVPD basis

Each line ends with the Mulliken charge.
Positions of all 23 atoms, in Å:
C (-0.7151, -2.6030, 0.8897)  -1.080
C (-0.3467, -0.8053, -2.3839)  -1.160
C (-0.3206, 2.9659, 0.4089)  -1.221
C (-0.1348, -1.2788, 1.3696)  -0.332
C (0.3639, 0.0614, -1.3518)  -0.251
C (-0.0997, 1.6846, 1.2019)  -0.356
P (-0.4725, 0.1519, 0.2760)  0.028
I (-3.3296, 0.0470, -0.0351)  0.146
H (-1.7769, -2.5062, 0.6730)  0.280
H (-0.2067, -2.9688, 0.0019)  0.292
H (-0.6025, -3.3496, 1.6718)  0.356
H (-1.3074, -0.3737, -2.6542)  0.326
H (0.2623, -0.8626, -3.2837)  0.372
H (-0.5104, -1.8181, -2.0230)  0.262
H (0.4233, 3.0906, -0.3734)  0.347
H (-1.3125, 2.9842, -0.0376)  0.333
H (-0.2388, 3.8181, 1.0796)  0.378
H (0.9544, -1.3451, 1.4671)  0.433
H (-0.5465, -1.0139, 2.3492)  0.342
H (0.4710, 1.0818, -1.7256)  0.328
H (1.3597, -0.3393, -1.1331)  0.410
H (-0.7401, 1.6676, 2.0888)  0.353
H (0.9411, 1.6037, 1.5354)  0.415

Properties
energy above the lowest of the compared OMol25 structures with the same formula, charge and spin = 0.0 kJ/mol
charge = +1

***

Number 3 is which compound?
C6H15CrN4O2SbSe4